No. 1
{"formula": "CH3OP", "method": "the ωB97M-V functional and the def2-TZVPD basis", "elements": ["H", "H", "O", "P", "C", "H"], "xyz": [[-0.696805, 1.211353, 0.333708], [0.152555, -2.002627, 0.336437], [-1.417185, 0.055601, 0.787529], [-0.888366, -1.097407, -0.568647], [-0.179558, 0.340616, -0.116767], [0.709626, 0.252957, 0.576024]], "forces_ev_per_angstrom": [[1.0118, 2.1578, -2.9413], [-1.8416, 1.3609, -1.4361], [-0.3782, -5.0815, -0.7916], [-1.1908, -2.3498, 2.2583], [2.9711, 4.1643, 4.0380], [-0.5723, -0.2517, -1.1274]], "gap_ev": 9.6, "smiles": "C1OP1", "e_homo_ev": -9.515, "charge": 0, "total_energy_ha": -456.30840}

=====

No. 2
{"formula": "CH3P3", "method": "the ωB97M-V functional and the def2-TZVPD basis", "elements": ["H", "P", "P", "H", "C", "P", "H"], "xyz": [[-1.276074, 1.281620, 0.388410], [-1.420557, -0.110154, 0.208905], [1.596235, -1.222864, -0.161139], [-1.072206, -0.295217, 1.557982], [0.059655, -0.472951, -0.783566], [1.739654, 0.725572, 0.377043], [0.373293, 0.093996, -1.587637]], "forces_ev_per_angstrom": [[-0.1081, 0.0608, -0.2159], [-1.3778, 0.1202, -0.6256], [0.5339, 0.3389, 0.8044], [0.6167, -0.4422, -0.0733], [2.0080, 1.0406, 3.5670], [-0.9121, -2.1339, -1.1808], [-0.7606, 1.0157, -2.2759]], "gap_ev": 7.1, "e_homo_ev": -8.141, "charge": 0, "total_energy_ha": -1063.83230}

=====

No. 3
{"formula": "CH46AgO26", "method": "the ωB97M-V functional and the def2-TZVPD basis", "elements": ["O", "H", "H", "H", "H", "H", "O", "H", "H", "O", "H", "H", "O", "O", "O", "O", "O", "H", "O", "O", "H", "O", "Ag", "H", "O", "H", "H", "H", "O", "O", "O", "O", "H", "H", "H", "H", "H", "H", "H", "H", "H", "H", "H", "H", "H", "H", "H", "O", "C", "H", "O", "O", "H", "H", "H", "H", "H", "H", "H", "H", "O", "O", "H", "O", "H", "O", "H", "H", "H", "O", "O", "O", "H", "H"], "xyz": [[11.197336, -9.134768, 4.553901], [10.291005, -12.011737, 5.038948], [6.383553, -16.993362, 8.818650], [8.504631, -11.597288, 6.295863], [10.556984, -18.209869, 4.496580], [13.168300, -12.978142, 4.735280], [8.284368, -12.273200, 10.817697], [9.766797, -9.001930, 5.775917], [8.307938, -14.370602, 6.197769], [6.352329, -14.261958, 6.200287], [8.689202, -10.719252, 8.689293], [9.437531, -9.620687, 9.533071], [11.467844, -12.334091, 6.454835], [7.468795, -13.209271, 3.654309], [11.336471, -12.130589, 8.669906], [8.332849, -11.871445, 7.207268], [12.412089, -10.561714, 7.527198], [10.803671, -13.146498, 12.748171], [6.339910, -8.848237, 5.330074], [6.700622, -11.827863, 13.476726], [5.818884, -8.385521, 6.016767], [8.554645, -9.996568, 9.338976], [10.248421, -13.635711, 7.625351], [12.005713, -10.628357, 12.856177], [5.619756, -11.724135, 7.259762], [8.315228, -12.776806, 3.919658], [8.758364, -9.201793, 6.963338], [9.796184, -10.850182, 4.102037], [11.795582, -10.615191, 13.789114], [10.528826, -14.921250, 3.919941], [9.458392, -11.626466, 4.626058], [5.430507, -10.366594, 11.569536], [8.710080, -12.111862, 11.637757], [11.013251, -10.898870, 10.365855], [6.647998, -9.634339, 9.237382], [10.646182, -11.806972, 13.447107], [11.674578, -13.317067, 10.689338], [11.549364, -14.705025, 3.943607], [12.039379, -14.674806, 11.215244], [6.177734, -12.373671, 14.061319], [10.775213, -15.813549, 3.569768], [11.444390, -8.350318, 4.099498], [9.643981, -14.371813, 5.356704], [11.792555, -9.457751, 5.227255], [7.348372, -11.920758, 7.272737], [13.762714, -13.566889, 3.623192], [9.635114, -17.239584, 5.133890], [10.096336, -12.508228, 13.084910], [11.796461, -11.653515, 7.557221], [11.987026, -9.776818, 10.113241], [5.754390, -9.568919, 8.912727], [9.837587, -17.636552, 4.245564], [8.646755, -15.156801, 9.057456], [6.339209, -15.831878, 7.789688], [5.398968, -11.207622, 6.428150], [6.022265, -11.022916, 12.028875], [7.496806, -13.642668, 2.831016], [7.598974, -11.773478, 13.838190], [8.200106, -11.414862, 10.361024], [8.534803, -13.928929, 10.002913], [12.920495, -13.600500, 4.092048], [9.156690, -14.390636, 9.436539], [5.115549, -10.030064, 12.394613], [9.213000, -14.832922, 6.134138], [5.919870, -13.457608, 6.571217], [9.028460, -8.551259, 6.256715], [7.241041, -8.669937, 5.662598], [11.746645, -9.645109, 13.936123], [5.259004, -9.811462, 9.709574], [6.816649, -16.155619, 8.546036], [11.280907, -10.100140, 10.717532], [12.176167, -13.751500, 11.417851], [6.309073, -14.236250, 5.245962], [5.504596, -11.019669, 7.928794]], "forces_ev_per_angstrom": [[-1.5015, -1.5698, -0.0520], [-0.9620, 0.7294, -0.3935], [0.4296, 0.9109, -0.3315], [0.1671, 0.1553, -0.3263], [0.4492, -0.6094, -0.2133], [-0.5375, 1.4629, 2.2735], [-1.0486, -0.2800, -1.4942], [-0.7025, 0.6214, 0.2674], [0.8722, -1.0407, -0.0729], [-0.0376, 0.0313, 1.1831], [0.1345, 0.2917, -0.1625], [-0.4580, -0.2943, 0.0551], [0.5224, 0.1037, 0.8173], [-0.4022, 0.7659, 2.1401], [-0.2111, -0.9323, -0.0197], [-0.2224, -0.0277, 0.3580], [-0.7270, -1.6967, -0.4102], [-1.3528, 0.9250, 0.3775], [-0.2832, 0.4308, 1.0624], [0.3959, 0.2893, 0.0856], [0.0625, -0.3710, -0.5920], [0.4080, 0.0899, -0.3247], [-0.1696, 0.3061, 0.8037], [0.1772, -0.1580, -0.8506], [-0.6549, 0.7504, -1.7943], [-0.4624, -0.2804, -0.7819], [0.5024, 1.0118, -0.8664], [-0.4721, -0.9391, 0.7367], [0.2895, 1.5114, 0.5052], [4.3501, -0.6975, -1.0654], [1.6516, 0.3705, -0.1356], [0.9577, -1.1947, 0.4912], [0.9506, 0.1287, 1.4768], [-0.7538, -2.8993, -1.4253], [1.0428, 0.1853, 0.0667], [-0.0546, 0.5032, 0.4282], [0.5576, -0.1322, 0.5129], [-2.6001, 0.9730, 0.3823], [0.0500, -0.5318, 0.0685], [0.0240, -0.2238, 0.2397], [-1.8373, 0.1975, 0.4358], [0.8244, 0.8939, -0.0451], [-0.3895, -1.3961, 0.2392], [0.8481, 0.3585, 0.2780], [0.2347, 0.0866, -0.0527], [-0.1650, -0.6638, -0.7658], [-0.1191, -0.0615, -1.2927], [0.7798, -1.6414, -0.7989], [0.7180, 2.7393, -0.7078], [-0.6765, -0.5029, 0.3858], [-0.9839, -0.2645, -0.2003], [-0.2960, 0.5735, 1.4837], [0.3091, 0.7691, 0.6293], [-0.3543, 0.3834, -0.7750], [0.5109, -0.8517, 1.1028], [-0.1314, 0.1486, -1.2085], [0.6495, -0.5843, -1.4208], [-0.2621, -0.2380, -0.1090], [0.1598, -0.1911, 0.3612], [-0.2580, 1.1271, 0.3959], [0.8943, -0.7411, -1.4572], [-0.1068, -2.2954, -1.2020], [-0.9579, 1.1139, 0.5644], [-1.2303, 1.7447, -0.3015], [0.2976, -0.5259, -0.4587], [0.0380, -1.5331, 0.8538], [0.1447, -0.1577, -0.5025], [-0.1186, -0.9269, 0.1982], [-0.0966, 0.1335, 0.1607], [0.1668, -1.0901, 1.0069], [1.5302, 3.3764, 0.9661], [-0.6859, 0.6845, -0.6802], [-0.0045, 0.4258, -0.5853], [0.1867, 0.2399, 0.4822]], "gap_ev": [9.3, 7.9], "e_homo_ev": [-9.299, -9.836], "charge": 0, "spin_multiplicity": 2, "total_energy_ha": -2168.97541}

=====

No. 4
{"formula": "CH4BBr", "method": "the ωB97M-V functional and the def2-TZVPD basis", "elements": ["C", "Br", "B", "H", "H", "H", "H"], "xyz": [[-0.054918, -0.681815, 0.015162], [1.826728, -0.025858, 0.015331], [-0.338420, 0.798524, 0.025598], [-0.285796, 1.088539, -1.152062], [-0.244076, -1.253287, 0.944748], [-0.368018, -1.192535, -0.888118], [-0.535502, 1.266432, 1.039338]], "forces_ev_per_angstrom": [[-0.6340, -1.5546, 1.1720], [-0.1990, -0.4680, -0.0115], [0.5647, -0.1880, -2.1258], [-0.5723, 1.1385, 0.7508], [0.4664, 0.1382, -0.6926], [0.7234, -0.3498, -0.0367], [-0.3491, 1.2837, 0.9440]], "gap_ev": 11.2, "e_homo_ev": -10.831, "charge": 0, "total_energy_ha": -2639.31456}

=====

No. 5
{"formula": "CH4BF", "method": "the ωB97M-V functional and the def2-TZVPD basis", "elements": ["H", "F", "C", "B", "H", "H", "H"], "xyz": [[-1.527905, 0.143115, 0.547060], [1.663951, 0.187134, 0.265489], [0.539400, -0.404253, -0.002893], [-0.685301, 0.614783, 0.014653], [0.368366, -0.900709, -1.020926], [-0.616441, 1.584796, -0.571654], [0.257933, -1.224863, 0.768272]], "forces_ev_per_angstrom": [[-2.5958, -0.4647, 0.9616], [3.6668, 0.9422, 0.0166], [-5.4549, -1.9885, 0.3989], [2.3877, -1.3133, -0.6738], [0.9812, 0.3881, 0.7799], [-0.0813, 1.4228, -0.4015], [1.0963, 1.0134, -1.0817]], "gap_ev": 10.7, "smiles": "BCF", "e_homo_ev": -10.589, "charge": 0, "total_energy_ha": -165.13487}

=====

No. 6
{"formula": "CH4Br2Si", "method": "the ωB97M-V functional and the def2-TZVPD basis", "elements": ["H", "Br", "Br", "H", "C", "H", "H", "Si"], "xyz": [[0.312286, 1.200865, 1.401850], [2.715541, -0.110828, -0.102666], [-2.388204, -0.064612, 0.007775], [0.514419, 1.677883, -1.192393], [-0.538633, -0.769554, -0.074088], [-0.646809, -1.301963, -1.039064], [-0.632737, -1.317533, 0.898197], [0.664134, 0.685743, 0.100392]], "forces_ev_per_angstrom": [[0.2382, 0.5053, 0.4385], [0.1508, -0.0151, 0.2437], [-0.2282, 0.6848, -0.0622], [0.0627, -1.1501, 1.9392], [-1.1716, 0.1172, 0.4379], [0.8811, -0.1998, 1.0084], [0.9050, -0.2937, -1.3460], [-0.8380, 0.3514, -2.6596]], "gap_ev": 10.6, "smiles": "BrC[SiH2]Br", "e_homo_ev": -10.150, "charge": 0, "total_energy_ha": -5478.03764}